[1]
Computed, not measured: one molecule with the formula C5H11NO at a distorted geometry, with wB97M-V/def2-TZVPD.

Properties
energy	-8898.35603	eV
relative energy (zero: lowest compared OMol25 entry of this formula, charge and spin)	322.4	kJ/mol
E_HOMO	-8.2	eV
SMILES	C[C@H]1C[C@H](O)N1C
HOMO-LUMO gap	9.222	eV

Geometry as XYZ:
```
18
Properties=species:S:1:pos:R:3:mulliken_charge:R:1
O -0.4218 -1.5459 -2.1644 -0.526
N -0.0984 0.3685 -0.6425 0.146
C 0.7947 0.4686 1.6878 -1.644
C 0.6627 -0.2915 0.3863 0.543
C -0.3394 1.7727 -0.7360 -0.835
C -0.8594 -0.6942 -1.1385 -0.128
C -0.2641 -1.5123 0.3737 -1.051
H -0.9711 -1.5164 1.2085 0.266
H -1.1614 1.9694 -1.4327 0.298
H -1.7892 -0.2482 -1.5955 0.338
H 1.3513 -0.1317 2.4126 0.399
H 0.5529 2.2884 -1.1067 0.267
H 1.3384 1.4079 1.5409 0.374
H -0.1921 0.6959 2.1071 0.378
H 0.0245 -2.2208 -1.6474 0.321
H 0.3151 -2.4683 0.5009 0.338
H 1.6661 -0.5459 0.0048 0.185
H -0.6088 2.2038 0.2409 0.332
```

[2]
Computed, not measured: a 2-piece molecular cluster, C5H11NO overall at a distorted geometry, with wB97M-V/def2-TZVPD.

Properties
energy	-8888.70221	eV
relative energy (zero: lowest compared OMol25 entry of this formula, charge and spin)	447.1	kJ/mol
spin multiplicity	2
E_HOMO (spin up / spin down)	-15.0 / -14.9	eV
total charge	+1
HOMO-LUMO gap (spin up / spin down)	9.056 / 6.176	eV

Geometry as XYZ:
```
18
Properties=species:S:1:pos:R:3:mulliken_charge:R:1
O -1.4900 0.8717 2.9478 -0.628
N -1.7909 0.0322 -0.4036 -0.252
C 3.0501 -0.6681 -1.5383 -0.988
C -0.4981 0.5297 -0.6404 -0.157
C -2.2333 -0.9442 0.3319 -0.273
C 2.0532 0.3670 -0.7946 -0.398
C 0.6609 -0.1498 -0.4431 -0.005
H 3.4041 -0.3597 -2.5579 0.279
H 2.6447 0.3432 0.0641 0.269
H 0.7207 -1.2232 -0.3937 0.391
H 2.3733 -1.6088 -1.7658 0.289
H 2.0248 1.2980 -1.3721 0.425
H -3.3299 -1.0693 0.3457 0.322
H -1.3816 0.3742 2.0916 0.285
H -2.1602 1.5346 2.6273 0.364
H -1.3520 -1.5664 0.9355 0.304
H -0.5597 1.3680 -1.2943 0.439
H 3.8750 -1.0975 -0.9306 0.335
```

[3]
Computed, not measured: an isolated ion of composition C5H11NO and charge +1 at a distorted geometry, with wB97M-V/def2-TZVPD.

Properties
energy	-8889.87301	eV
relative energy (zero: lowest compared OMol25 entry of this formula, charge and spin)	334.2	kJ/mol
spin multiplicity	2
E_HOMO (spin up / spin down)	-13.7 / -13.7	eV
total charge	+1
HOMO-LUMO gap (spin up / spin down)	10.043 / 5.278	eV

Geometry as XYZ:
```
18
Properties=species:S:1:pos:R:3:mulliken_charge:R:1
O -2.7439 0.8411 -0.3829 -0.480
N 1.0994 -0.5703 -0.3797 0.069
C -1.1658 -0.0030 1.4893 -0.590
C 1.8799 -0.9580 -1.5461 -0.900
C 0.5154 0.7306 -0.4500 -0.373
C -0.1139 0.9637 0.9742 -0.705
C -2.2390 -0.1217 0.3557 -0.046
H 2.0928 -1.9313 -1.6392 0.442
H 0.5996 -1.4309 -0.1358 0.326
H 1.2736 1.5325 -0.4551 0.327
H 0.7582 0.9909 1.7749 0.380
H -0.3089 0.8294 -1.2191 0.407
H -2.9456 -0.9594 0.4435 0.426
H -0.7700 -1.0247 1.4410 0.237
H 1.4155 -0.5562 -2.3942 0.362
H 2.8973 -0.4764 -1.4022 0.330
H -1.7083 0.1216 2.4138 0.412
H -0.5362 2.0222 1.1119 0.378
```

[4]
Computed, not measured: C5H11NO as an isolated structure at a distorted geometry, with wB97M-V/def2-TZVPD.

Properties
energy	-8887.72663	eV
relative energy (zero: lowest compared OMol25 entry of this formula, charge and spin)	541.3	kJ/mol
spin multiplicity	2
E_HOMO (spin up / spin down)	-14.4 / -14.3	eV
total charge	+1
HOMO-LUMO gap (spin up / spin down)	8.881 / 6.417	eV

Geometry as XYZ:
```
18
Properties=species:S:1:pos:R:3:mulliken_charge:R:1
O 1.1082 2.0684 -0.6230 -0.651
N -1.0914 2.0306 0.9496 -0.558
C -0.3995 -1.4107 -0.5688 -0.119
C -0.3873 -0.3644 0.3408 -0.041
C 0.8089 -2.0003 -0.9768 -0.101
C -1.6131 0.2975 0.8609 -0.482
C 2.0624 -1.7529 -0.4812 -0.540
H -1.6295 1.5702 0.2643 0.206
H -1.5037 2.0385 1.8836 0.259
H -1.2905 -1.6884 -1.1034 0.348
H 0.6551 1.9965 0.2423 0.385
H -1.8133 -0.0868 1.8641 0.441
H -2.4394 -0.0178 0.2050 0.361
H 1.0742 3.0036 -0.7802 0.322
H 2.3339 -1.2046 0.4066 0.347
H 2.8637 -2.1819 -1.0760 0.268
H 0.5229 0.1555 0.5502 0.245
H 0.7386 -2.4530 -1.9580 0.310
```

Please write out number 1 again, unchanged.
Computed, not measured: one molecule with the formula C5H11NO at a distorted geometry, with wB97M-V/def2-TZVPD.

Properties
energy	-8898.35603	eV
relative energy (zero: lowest compared OMol25 entry of this formula, charge and spin)	322.4	kJ/mol
E_HOMO	-8.2	eV
SMILES	C[C@H]1C[C@H](O)N1C
HOMO-LUMO gap	9.222	eV

Geometry as XYZ:
```
18
Properties=species:S:1:pos:R:3:mulliken_charge:R:1
O -0.4218 -1.5459 -2.1644 -0.526
N -0.0984 0.3685 -0.6425 0.146
C 0.7947 0.4686 1.6878 -1.644
C 0.6627 -0.2915 0.3863 0.543
C -0.3394 1.7727 -0.7360 -0.835
C -0.8594 -0.6942 -1.1385 -0.128
C -0.2641 -1.5123 0.3737 -1.051
H -0.9711 -1.5164 1.2085 0.266
H -1.1614 1.9694 -1.4327 0.298
H -1.7892 -0.2482 -1.5955 0.338
H 1.3513 -0.1317 2.4126 0.399
H 0.5529 2.2884 -1.1067 0.267
H 1.3384 1.4079 1.5409 0.374
H -0.1921 0.6959 2.1071 0.378
H 0.0245 -2.2208 -1.6474 0.321
H 0.3151 -2.4683 0.5009 0.338
H 1.6661 -0.5459 0.0048 0.185
H -0.6088 2.2038 0.2409 0.332
```